The following is a quantum chemistry calculation of an isolated molecule of C9H16N4O5 at a distorted geometry, from the OMol25 dataset.

CARTESIAN COORDINATES (ANGSTROEM)
N  -2.50027  -4.42035  -0.32796
C  -3.13870  -3.62343  0.58614
O  -4.23689  -4.00301  1.02036
C  -2.46457  -2.27115  0.91300
C  -1.92791  -1.41117  -0.24741
C  -0.50117  -0.74692  0.00674
N  -0.17527  0.33540  -0.91788
C  0.30563  1.55620  -0.59875
O  0.42146  2.43411  -1.47756
C  0.73129  1.90884  0.90642
N  1.82998  0.92815  1.30421
C  1.14457  3.38406  0.88355
C  2.14373  3.82664  -0.19351
N  2.00907  4.92662  -0.94454
O  3.20499  3.17275  -0.24316
C  0.61524  -1.81100  -0.19456
O  0.34585  -2.97113  -0.56797
O  1.88238  -1.44519  -0.03766
H  -1.67459  -3.91116  -0.90870
H  -2.83191  -5.44716  -0.52275
H  -3.10015  -1.68596  1.64540
H  -1.61290  -2.59927  1.53904
H  -2.66992  -0.58652  -0.42816
H  -1.85388  -2.00929  -1.23017
H  -0.38534  -0.33583  0.95697
H  -0.48495  0.14360  -1.85080
H  -0.17943  1.82250  1.50909
H  1.95007  1.07214  2.36906
H  2.76635  1.22383  0.87347
H  0.19790  3.98842  0.80135
H  1.62605  3.62985  1.82578
H  2.71632  5.01449  -1.61052
H  1.07265  5.46933  -1.05956
H  1.92830  -0.55039  0.37197

## Properties
Total charge ... 0
Molar mass ... 260.250 g/mol
E_LUMO ... 0.214 eV
SMILES ... NC(=O)CC[C@H](NC(=O)[C@@H](N)CC(N)=O)C(=O)O
Energy ... -947.81086 Eh

natural (NBO) population analysis, charges in e, atoms 1 to 4:
1. N -0.87
2. C 0.67
3. O -0.63
4. C -0.51